Entry 1:
A single C3H5NS3 molecule, computed with ωB97M-V/def2-TZVPD.

The geometry in ORCA input format:
```
! RIJCOSX wB97M-V def2-TZVPD def2/J DEFGRID3
* xyz 0 1
C -1.93 0.76 0.43
C 0.42 -0.37 0.15
C 0.05 -1.77 -0.25
H -2.10 1.39 1.42
H -2.30 -0.25 0.43
H -2.50 1.26 -0.38
H 1.37 2.14 0.05
H 0.80 -2.50 0.22
N -0.46 0.70 0.29
S 0.24 2.16 0.85
S 2.05 -0.19 0.06
S -1.23 -1.88 -1.27
*
```

Summary:
HOMO energy, eV: -8.70
Structure (SMILES): CN(S)C(=S)C=S
Maximum force, hartree/bohr: 0.0471
Electronic energy, a.u.: -1366.5391
LUMO level, eV: -1.290
HOMO-LUMO gap, eV: 7.411
M, g mol⁻¹: 151.3
Relative energy (zero: lowest compared OMol25 entry of this formula, charge and spin), kJ/mol: 196.6

***

Entry 2:
3 unconnected molecules or ions with the total composition C3H12NO2S, computed with ωB97M-V/def2-TZVPD.

The geometry in ORCA input format:
```
! RIJCOSX wB97M-V def2-TZVPD def2/J DEFGRID3
* xyz -1 1
C 0.81 -0.79 2.03
N 0.02 -0.22 0.91
C 0.24 1.28 0.84
C 1.44 1.79 0.02
S 2.96 0.86 0.34
H 0.40 -1.71 2.16
H 0.64 -0.15 3.00
H 1.82 -0.94 1.75
H 0.28 -0.61 0.04
H -0.66 1.64 0.36
H 0.17 1.87 1.92
H 1.63 2.86 0.49
H 1.31 1.97 -1.08
H -1.86 -0.48 0.91
H -2.31 -0.69 -0.24
O -2.72 -0.77 0.60
H -4.96 -2.89 -4.29
H -3.49 -2.71 -4.05
O -4.19 -2.25 -4.37
*
```

Summary:
HOMO energy, eV: -2.54
Maximum force, hartree/bohr: 0.1010
Electronic energy, a.u.: -724.8834
LUMO level, eV: 2.665
HOMO-LUMO gap, eV: 5.207
M, g mol⁻¹: 126.2
Relative energy (zero: lowest compared OMol25 entry of this formula, charge and spin), kJ/mol: 263.0

***

Entry 3:
A molecular structure, C16H46N10O12PZn2, computed with ωB97M-V/def2-TZVPD.

The geometry in ORCA input format:
```
! RIJCOSX wB97M-V def2-TZVPD def2/J DEFGRID3
* xyz 1 1
Zn 0.16 0.44 -2.27
Zn 0.04 -0.02 2.82
P 0.12 0.08 0.23
O -0.90 -0.25 -0.86
O 0.56 -1.01 1.22
O -0.28 1.11 1.32
O 1.29 0.45 -0.75
C 4.01 -1.55 0.29
O 5.20 -1.85 0.37
N 3.06 -2.45 -0.11
N 3.56 -0.32 0.63
H 3.49 -3.36 -0.19
H 2.16 -2.24 0.30
H 4.23 0.27 1.10
H 2.66 -0.03 0.25
C -3.00 -2.84 0.30
O -3.97 -3.58 0.47
N -3.21 -1.53 0.02
N -1.69 -3.18 0.45
H -4.08 -1.04 -0.13
H -2.45 -1.05 -0.48
H -1.49 -4.14 0.65
H -1.04 -2.41 0.55
C 2.69 3.58 0.22
O 3.33 4.61 -0.01
N 2.73 2.59 -0.71
N 1.94 3.35 1.30
H 2.18 1.70 -0.70
H 3.11 2.99 -1.55
H 1.83 4.12 1.93
H 1.30 2.57 1.34
C -1.08 3.30 -1.55
O -0.64 2.35 -2.23
N -1.20 4.50 -2.16
N -1.52 3.23 -0.31
H -0.87 4.63 -3.09
H -1.48 5.23 -1.53
H -1.31 2.38 0.20
H -1.90 3.97 0.26
C -2.45 -0.42 -3.89
O -1.11 0.01 -3.85
C -0.52 0.13 -5.16
C 0.78 0.95 -5.05
N 1.45 1.09 -3.74
C 2.54 0.08 -3.62
C 2.11 -1.39 -3.59
O 0.92 -1.45 -2.79
C 0.67 -2.81 -2.41
H -2.95 -0.49 -2.92
H -2.70 -1.31 -4.47
H -2.94 0.37 -4.47
H -1.12 0.57 -5.97
H -0.41 -0.87 -5.59
H 0.52 1.99 -5.31
H 1.44 0.82 -5.92
H 1.99 1.92 -3.94
H 3.07 0.35 -2.70
H 3.30 0.29 -4.38
H 2.99 -1.80 -3.10
H 2.04 -1.80 -4.60
H 1.34 -3.49 -2.92
H -0.33 -3.05 -2.77
H 0.74 -2.99 -1.34
C 1.05 -2.93 3.85
O 0.06 -1.87 3.86
C -1.18 -2.51 4.14
C -2.33 -1.47 3.94
N -2.04 -0.51 2.87
C -2.82 0.73 2.93
C -2.11 1.71 3.89
O -0.79 1.29 4.24
C -0.26 1.78 5.46
H 1.02 -3.56 4.74
H 1.98 -2.36 3.88
H 0.85 -3.66 3.07
H -1.38 -2.94 5.12
H -1.35 -3.37 3.49
H -2.45 -0.91 4.87
H -3.32 -1.91 3.83
H -2.27 -0.94 1.98
H -3.89 0.69 3.13
H -2.84 1.13 1.91
H -2.74 1.82 4.78
H -2.00 2.74 3.56
H -0.36 2.86 5.55
H 0.82 1.63 5.44
H -0.60 1.26 6.35
*
```

Summary:
HOMO energy, eV: -10.95
Maximum force, hartree/bohr: 0.0623
Electronic energy, a.u.: -5987.7835
LUMO level, eV: -2.495
HOMO-LUMO gap, eV: 8.451
M, g mol⁻¹: 732.4

***

Entry 4:
A single C22H24N2O2 molecule, computed with ωB97M-V/def2-TZVPD.

The geometry in ORCA input format:
```
! RIJCOSX wB97M-V def2-TZVPD def2/J DEFGRID3
* xyz 0 1
N 0.66 1.64 -2.13
O -3.18 -3.85 -1.41
O -0.21 -3.47 -0.84
C 0.40 1.66 -0.78
C 1.86 0.94 4.83
C 0.68 1.63 4.85
C 2.58 0.85 3.64
C 0.15 2.23 3.71
C -0.36 0.01 -5.19
C -1.15 -1.09 -4.67
C -0.41 0.73 -0.22
C 2.12 1.48 2.48
C 0.94 2.21 2.57
C 0.15 0.93 -4.29
C -1.45 -1.19 -3.28
C -1.22 -0.10 -1.06
C 0.06 0.73 -2.93
C -0.89 -0.23 -2.37
N -1.95 -1.18 -0.49
C -2.42 -4.23 -0.22
C 2.80 1.28 1.09
C 0.45 2.97 1.39
C -1.65 -2.02 0.57
C 2.56 2.50 0.17
C -1.23 -3.46 0.20
C 1.03 2.75 0.04
H -3.08 -4.57 -2.08
H -0.41 -2.56 -1.23
H 2.25 0.39 5.77
H 0.31 1.63 5.81
H 3.52 0.41 3.61
H -0.79 2.72 3.86
H -0.26 0.07 -6.30
H -1.65 -1.70 -5.40
H -0.53 0.59 0.83
H 1.07 1.55 -4.71
H -2.14 -1.90 -2.85
H -2.81 -1.47 -1.04
H -2.95 -4.24 0.75
H -2.17 -5.27 -0.35
H 2.32 0.39 0.67
H 3.85 1.09 1.25
H -0.71 2.96 1.48
H 0.80 4.10 1.47
H -0.80 -1.61 1.13
H -2.44 -1.85 1.25
H 3.03 2.28 -0.76
H 3.16 3.40 0.65
H -0.80 -3.86 1.06
H 0.93 3.74 -0.54
*
```

Summary:
HOMO energy, eV: -7.99
Structure (SMILES): OC[C@@H](O)CNc1cc([C@@H]2CCc3ccccc3C2)nc2ccccc12
Maximum force, hartree/bohr: 0.1052
Electronic energy, a.u.: -1112.6209
LUMO level, eV: -0.034
HOMO-LUMO gap, eV: 7.960
M, g mol⁻¹: 348.4
Relative energy (zero: lowest compared OMol25 entry of this formula, charge and spin), kJ/mol: 454.1

***

Entry 5:
A molecular structure, C23H17N6Se4W, computed with ωB97M-V/def2-TZVPD.

The geometry in ORCA input format:
```
! RIJCOSX wB97M-V def2-TZVPD def2/J DEFGRID3
* xyz 3 1
W -0.81 -0.64 -1.16
C -3.09 2.99 0.38
C -2.10 3.94 0.66
C -0.78 3.56 0.58
C -0.45 2.25 0.23
N -1.41 1.37 -0.17
C -2.70 1.75 -0.05
N 0.85 1.87 0.48
C 1.10 0.66 0.79
N 0.21 -0.41 0.51
C 0.59 -1.49 1.33
N -0.20 -2.48 1.58
C -1.50 -2.57 1.19
C -2.30 -3.39 1.99
C -3.64 -3.53 1.74
C -4.18 -2.87 0.63
C -3.37 -2.09 -0.15
N -2.03 -1.89 0.11
C 1.87 -1.19 1.93
C 2.65 -1.92 2.81
C 3.80 -1.31 3.31
C 4.13 0.00 2.96
C 3.33 0.74 2.09
C 2.21 0.13 1.57
H -4.14 3.22 0.47
H -2.37 4.94 0.97
H 0.02 4.23 0.86
H -3.44 1.00 -0.29
H -1.81 -3.89 2.82
H -4.27 -4.13 2.38
H -5.22 -2.98 0.36
H -3.76 -1.60 -1.02
H 2.36 -2.92 3.11
H 4.43 -1.85 4.00
H 5.02 0.45 3.37
H 3.58 1.77 1.85
Se -2.57 0.23 -2.73
Se -1.42 -1.21 -4.22
Se -1.33 -3.14 -2.89
Se 0.60 -2.67 -1.63
C 2.89 1.94 -3.54
C 1.56 2.29 -3.75
C 0.57 1.60 -3.09
N 0.81 0.58 -2.24
C 2.11 0.27 -2.02
C 3.16 0.91 -2.64
H 3.69 2.45 -4.06
H 1.29 3.10 -4.41
H -0.46 1.87 -3.25
H 2.33 -0.53 -1.33
H 4.18 0.61 -2.43
*
```

Summary:
HOMO energy, eV: -17.27
Maximum force, hartree/bohr: 0.0201
Electronic energy, a.u.: -10887.1045
LUMO level, eV: -12.157
HOMO-LUMO gap, eV: 5.110
M, g mol⁻¹: 877.1

***

Entry 6:
2 unconnected molecules or ions with the total composition C3H8O, computed with ωB97M-V/def2-TZVPD.

The geometry in ORCA input format:
```
! RIJCOSX wB97M-V def2-TZVPD def2/J DEFGRID3
* xyz 0 1
C -1.78 0.08 -0.03
C -0.56 -0.83 0.08
C 1.93 1.08 0.36
O 2.76 0.40 -0.40
H -2.21 0.28 0.96
H -2.56 -0.37 -0.65
H -1.51 1.04 -0.47
H -0.83 -1.82 0.46
H -0.07 -0.97 -0.89
H 0.18 -0.41 0.77
H 1.31 1.62 -0.39
H 3.34 -0.11 0.18
*
```

Summary:
HOMO energy, eV: -8.91
Maximum force, hartree/bohr: 0.0078
Electronic energy, a.u.: -194.2214
LUMO level, eV: 0.756
HOMO-LUMO gap, eV: 9.664
M, g mol⁻¹: 60.1
Relative energy (zero: lowest compared OMol25 entry of this formula, charge and spin), kJ/mol: 300.8

***

Entry 7:
A single CH5N3S molecule, computed with ωB97M-V/def2-TZVPD.

The geometry in ORCA input format:
```
! RIJCOSX wB97M-V def2-TZVPD def2/J DEFGRID3
* xyz 0 1
C 0.21 -0.22 0.86
H -2.26 -1.57 -0.36
H -1.32 -0.39 -1.15
H 0.68 -0.14 1.81
H 0.57 0.21 -1.16
H 1.15 2.46 0.00
N -1.30 -1.22 -0.52
N -0.81 -0.92 0.77
N 0.97 0.26 -0.19
S 2.10 1.53 -0.05
*
```

Summary:
HOMO energy, eV: -8.66
Structure (SMILES): N/N=C\NS
Maximum force, hartree/bohr: 0.0474
Electronic energy, a.u.: -603.4922
LUMO level, eV: 0.597
HOMO-LUMO gap, eV: 9.256
M, g mol⁻¹: 91.1
Relative energy (zero: lowest compared OMol25 entry of this formula, charge and spin), kJ/mol: 141.0

***

Entry 8:
2 unconnected molecules or ions with the total composition C3H7N3O2S, computed with ωB97M-V/def2-TZVPD.

The geometry in ORCA input format:
```
! RIJCOSX wB97M-V def2-TZVPD def2/J DEFGRID3
* xyz 0 1
C 2.02 0.35 -0.52
C 1.15 1.46 -1.26
C 0.90 -0.60 0.00
N 0.14 0.74 -2.08
N -3.43 -1.34 1.91
N -2.37 -0.86 1.32
O -1.75 0.10 1.68
O -1.93 -1.48 0.32
S -0.05 -0.71 -1.62
H 2.69 -0.13 -1.35
H 2.63 0.89 0.23
H 0.62 2.00 -0.57
H 1.86 2.11 -1.71
H 1.17 -1.60 0.35
H 0.22 -0.10 0.62
H -3.85 -0.82 2.67
*
```

Summary:
HOMO energy (spin up / spin down), eV: -8.03 / -8.03
Maximum force, hartree/bohr: 0.0771
Electronic energy, a.u.: -831.1832
LUMO level (spin up / spin down), eV: -2.925 / -2.927
HOMO-LUMO gap (spin up / spin down), eV: 5.101 / 5.099
M, g mol⁻¹: 149.2
Relative energy (zero: lowest compared OMol25 entry of this formula, charge and spin), kJ/mol: 543.6

***

Entry 9:
A single C4H11OP molecule, computed with ωB97M-V/def2-TZVPD.

The geometry in ORCA input format:
```
! RIJCOSX wB97M-V def2-TZVPD def2/J DEFGRID3
* xyz 0 3
C -0.56 -1.44 -1.29
C -1.48 1.50 1.14
C 1.83 -0.90 0.52
C 0.44 1.10 -1.25
O -0.52 0.51 1.41
P 0.21 -0.33 -0.23
H -1.44 -1.03 -1.63
H -0.54 -2.54 -1.07
H -0.91 2.20 0.50
H -1.56 2.05 2.15
H -2.53 1.23 0.74
H 1.94 -0.33 1.52
H 1.99 -1.92 0.47
H 2.68 -0.52 -0.09
H 1.19 0.89 -1.99
H -0.49 1.21 -1.86
H 0.73 2.09 -0.86
*
```

Summary:
<S²>: 2.007
HOMO energy (spin up / spin down), eV: -4.48 / -9.07
Maximum force, hartree/bohr: 0.0875
Electronic energy, a.u.: -575.3710
LUMO level (spin up / spin down), eV: 0.934 / -1.520
HOMO-LUMO gap (spin up / spin down), eV: 5.412 / 7.552
M, g mol⁻¹: 106.1
Relative energy (zero: lowest compared OMol25 entry of this formula, charge and spin), kJ/mol: 289.7

***

Entry 10:
2 unconnected molecules or ions with the total composition C3H3F3O3S, computed with ωB97M-V/def2-TZVPD.

The geometry in ORCA input format:
```
! RIJCOSX wB97M-V def2-TZVPD def2/J DEFGRID3
* xyz 0 1
C -1.27 -0.35 -0.34
C -4.79 0.73 -0.21
C 0.17 0.03 0.02
O -3.17 -2.15 -0.10
O -0.88 -3.05 -0.28
O -4.82 0.15 -1.22
F -2.14 0.54 0.22
F -5.00 0.17 0.99
F -4.55 2.01 0.00
S -1.77 -1.94 0.11
H 0.46 0.20 1.15
H 0.15 1.05 -0.50
H 0.72 -0.81 -0.33
*
```

Summary:
HOMO energy (spin up / spin down), eV: -10.07 / -10.05
Structure (SMILES): CC(F)=S(=O)=O.O=C(F)F
Maximum force, hartree/bohr: 0.0669
Electronic energy, a.u.: -1039.5020
LUMO level (spin up / spin down), eV: -2.011 / -2.005
HOMO-LUMO gap (spin up / spin down), eV: 8.056 / 8.042
M, g mol⁻¹: 176.1
Relative energy (zero: lowest compared OMol25 entry of this formula, charge and spin), kJ/mol: 163.6

***

Entry 11:
A single C4H5NO2 molecule, computed with ωB97M-V/def2-TZVPD.

The geometry in ORCA input format:
```
! RIJCOSX wB97M-V def2-TZVPD def2/J DEFGRID3
* xyz 0 1
C 0.84 -0.99 -0.82
C 0.01 -0.04 0.03
C -1.27 0.52 -0.52
O -1.80 1.49 -0.03
C -0.07 0.08 1.54
O -0.60 -0.17 2.57
N 0.78 0.90 0.90
H 1.66 -0.43 -1.29
H 1.28 -1.80 -0.24
H 0.24 -1.43 -1.63
H -1.73 -0.04 -1.35
H 0.65 1.91 0.85
*
```

Summary:
HOMO energy, eV: -9.92
Structure (SMILES): C[C@]1(C=O)NC1=O
Maximum force, hartree/bohr: 0.0149
Electronic energy, a.u.: -360.5945
LUMO level, eV: 0.234
HOMO-LUMO gap, eV: 10.155
M, g mol⁻¹: 99.1
Relative energy (zero: lowest compared OMol25 entry of this formula, charge and spin), kJ/mol: 196.8

***

Entry 12:
A molecular structure, C36H40IrN7P2, computed with ωB97M-V/def2-TZVPD.

The geometry in ORCA input format:
```
! RIJCOSX wB97M-V def2-TZVPD def2/J DEFGRID3
* xyz 3 6
Ir -1.84 0.54 -0.92
C -5.79 0.25 -1.93
C -6.35 -0.85 -1.27
C -5.60 -1.52 -0.33
C -4.29 -1.11 -0.06
N -3.74 -0.04 -0.70
C -4.50 0.62 -1.60
N -3.63 -1.78 0.91
C -2.38 -1.72 1.16
N -1.42 -1.04 0.40
C -0.26 -1.06 1.07
N 0.82 -0.37 0.61
C 1.16 1.07 -1.06
C 2.23 1.90 -1.61
C 2.01 2.75 -2.64
C 0.73 2.81 -3.24
C -0.26 2.03 -2.71
N -0.10 1.20 -1.67
C -0.37 -1.84 2.27
C 0.53 -2.19 3.28
C 0.04 -2.96 4.34
C -1.29 -3.37 4.39
C -2.19 -3.04 3.37
C -1.71 -2.29 2.32
H -6.35 0.82 -2.65
H -7.36 -1.16 -1.50
H -5.98 -2.37 0.21
H -4.05 1.50 -2.06
H 3.21 1.84 -1.14
H 2.81 3.37 -3.02
H 0.55 3.45 -4.08
H -1.27 2.06 -3.13
H 1.55 -1.87 3.26
H 0.71 -3.23 5.14
H -1.63 -3.94 5.24
H -3.22 -3.36 3.40
C 0.60 -3.22 -1.11
P 0.47 -1.59 -1.91
C 1.44 -0.47 -0.72
N 2.78 -0.77 -0.58
C 3.58 -0.26 0.34
C 4.87 -0.81 0.47
C 5.81 -0.33 1.34
C 5.49 0.74 2.19
C 4.24 1.31 2.12
C 3.22 0.85 1.27
N 2.04 1.45 1.30
C 0.94 1.11 0.59
P -0.70 2.06 0.74
C -0.24 3.70 0.07
C -1.30 2.35 2.52
C -2.42 3.38 2.40
C -1.84 1.06 3.11
C -0.13 2.88 3.33
C 1.35 -1.73 -3.62
C 0.26 -2.16 -4.60
C 2.45 -2.77 -3.47
C 1.93 -0.38 -3.99
H 1.63 -3.41 -0.83
H 0.26 -4.00 -1.79
H -0.03 -3.28 -0.22
H 5.09 -1.67 -0.15
H 6.80 -0.76 1.37
H 6.22 1.12 2.89
H 4.02 2.20 2.70
H -0.02 4.40 0.88
H -1.08 4.10 -0.51
H 0.63 3.62 -0.57
H -3.22 3.03 1.74
H -2.06 4.34 2.04
H -2.86 3.55 3.38
H -2.59 0.60 2.46
H -2.31 1.26 4.06
H -1.04 0.34 3.28
H 0.26 3.82 2.94
H 0.68 2.16 3.38
H -0.47 3.07 4.35
H -0.17 -3.12 -4.33
H 0.68 -2.25 -5.60
H -0.54 -1.42 -4.65
H 2.07 -3.77 -3.24
H 3.18 -2.47 -2.72
H 2.97 -2.85 -4.42
H 1.16 0.37 -4.14
H 2.47 -0.47 -4.93
H 2.64 -0.03 -3.24
*
```

Summary:
<S²>: 8.838
HOMO energy (spin up / spin down), eV: -15.40 / -16.58
Maximum force, hartree/bohr: 0.0491
Electronic energy, a.u.: -2565.0267
LUMO level (spin up / spin down), eV: -9.739 / -11.033
HOMO-LUMO gap (spin up / spin down), eV: 5.659 / 5.545
M, g mol⁻¹: 824.9